Density functional theory data (ωB97M-V with the def2-TZVPD basis set) for C6H6O2 as an isolated structure.

Geometry as XYZ:
```
14
Properties=species:S:1:pos:R:3:forces:R:3:lowdin_charge:R:1
C -2.55014 -0.78885 0.12410 2.7 -2.3 -1.4 0.00
C -1.07497 -0.28986 -0.16156 -1.5 -0.8 1.3 -0.27
C 0.19060 1.64135 0.02368 -0.5 -2.4 0.3 0.05
C 0.97233 0.54814 0.13282 -3.5 0.9 -1.3 -0.35
C 1.58561 -1.29712 -0.10890 -1.4 -1.8 2.7 -0.01
C 0.22794 -0.64753 -0.09436 0.1 0.9 0.2 -0.09
H -2.47113 -1.97532 0.11802 -0.8 2.6 -0.1 0.12
H -3.15475 -0.34580 -0.68223 -0.1 -0.6 0.4 0.07
H -2.85197 -0.40558 1.09764 0.1 -0.1 -0.1 0.07
H 0.49630 2.62079 -0.24837 -0.9 0.8 0.1 0.11
H 1.49442 -2.06578 0.81470 1.6 1.8 -2.0 0.17
H 1.86250 -1.74596 -1.05030 0.6 0.1 0.0 0.11
O -1.12881 1.03268 -0.08849 1.0 3.9 -0.3 -0.02
O 2.19337 0.08243 0.14547 2.5 -2.8 0.0 0.05
```
Positions in Å, forces in eV/Å.

Calculated values
charge: 0
energy above the lowest of the compared OMol25 structures with the same formula, charge and spin: 379.8 kJ/mol
LUMO level: 0.8 eV
E_tot: -382.54108 Ha
frontier orbital gap: 9.11 eV
HOMO level: -0.305 Ha